DFT (ωB97M-V with the def2-TZVPD basis set) results for 6 unconnected molecules or ions with the total composition C40H89O27P5 in a non-equilibrium geometry.

Bonds (Å) are listed after each position.
CARTESIAN COORDINATES (ANGSTROEM)
1 C 1.77507 2.28822 1.14054  C2 1.415, H33 1.151, H34 1.140
2 C 3.06675 2.82072 0.91403  C1 1.415, C3 1.600, H35 1.155
3 C 4.45650 2.23670 1.44964  C2 1.600, O4 1.430, O12 1.479, C16 1.629
4 O 5.40410 1.89585 0.43376  C3 1.430, C5 1.451
5 C 4.93020 0.83046 -0.43024  O4 1.451, C6 1.622, H36 1.141, H37 1.161
6 C 5.13539 1.15707 -2.00557  C5 1.622, C7 1.605, C8 1.608, H38 1.158
7 C 4.51989 2.56790 -2.46119  C6 1.605, H39 1.145, H40 1.157, H41 1.155
8 C 4.62137 -0.11823 -2.83954  C6 1.608, C9 1.605, H42 1.158, H43 1.160
9 C 3.11463 -0.01736 -3.38380  C8 1.605, C10 1.606, C11 1.627, H44 1.150
10 C 2.01313 0.34035 -2.27075  C9 1.606, H45 1.143, H46 1.157, H47 1.150
11 C 2.66028 -1.41753 -4.07608  C9 1.627, H48 1.153, H49 1.144, H50 1.152
12 O 5.02896 3.42801 2.11342  C3 1.479, C13 1.454
13 C 4.04084 3.61866 3.16351  O12 1.454, O14 1.244, O15 1.454
14 O 3.58345 4.70547 3.56012  C13 1.244
15 O 3.73135 2.27804 3.63384  C13 1.454, C16 1.470
16 C 4.44475 1.30932 2.78831  C3 1.629, O15 1.470, C17 1.606, C27 1.604
17 C 5.94649 0.94602 3.22641  C16 1.606, C18 1.620, H51 1.157, H52 1.158
18 C 6.16252 0.87596 4.83075  C17 1.620, C19 1.606, H53 1.156, H54 1.159
19 C 6.35206 2.31260 5.52381  C18 1.606, C20 1.607, H55 1.159, H56 1.158
20 C 5.57307 2.49967 6.91736  C19 1.607, C21 1.607, H57 1.158, H58 1.158
21 C 4.03908 2.01979 6.89814  C20 1.607, C22 1.620, H59 1.140, H60 1.159
22 C 2.96504 3.22870 6.99732  C21 1.620, C23 1.627, H61 1.146, H62 1.149
23 C 1.52603 2.65216 6.50428  C22 1.627, C24 1.634, H63 1.150, H64 1.156
24 C 0.67742 3.75256 5.64393  C23 1.634, O25 1.448, H65 1.158, H66 1.148
25 O 0.34958 3.27194 4.31759  C24 1.448, C26 1.444
26 C -0.92369 2.59158 4.28753  O25 1.444, H67 1.146, H68 1.157, H69 1.146
27 C 3.76727 -0.12173 2.53056  C16 1.604, C28 1.623, H70 1.147, H71 1.157
28 C 3.35974 -0.91317 3.88708  C27 1.623, O29 1.454, H72 1.142, H73 1.160
29 O 4.42635 -1.86868 4.13813  C28 1.454, C30 1.428
30 C 4.26380 -2.53735 5.38917  O29 1.428, C31 1.614, O32 1.257
31 C 2.94919 -3.44584 5.61703  C30 1.614, H74 1.155, H75 1.139, H76 1.147
32 O 5.16569 -2.37802 6.24972  C30 1.257
33 H 0.95639 2.58583 0.38882  C1 1.151
34 H 1.48166 1.55788 1.96485  C1 1.140
35 H 3.12811 3.80782 0.31840  C2 1.155
36 H 3.86693 0.47228 -0.22136  C5 1.141
37 H 5.62003 -0.08021 -0.22568  C5 1.161
38 H 6.28014 1.21316 -2.16857  C6 1.158
39 H 4.04701 2.56485 -3.50437  C7 1.145
40 H 5.35796 3.36473 -2.50308  C7 1.157
41 H 3.68193 2.89416 -1.73640  C7 1.155
42 H 5.32061 -0.24000 -3.75400  C8 1.158
43 H 4.69334 -1.09002 -2.21034  C8 1.160
44 H 3.10409 0.77250 -4.21981  C9 1.150
45 H 2.07509 1.43085 -1.93236  C10 1.143
46 H 2.19499 -0.38642 -1.38842  C10 1.157
47 H 0.92835 0.16708 -2.61153  C10 1.150
48 H 3.27271 -2.24702 -3.55954  C11 1.153
49 H 1.55600 -1.60514 -3.84500  C11 1.144
50 H 2.85460 -1.39548 -5.21104  C11 1.152
51 H 6.30965 -0.07665 2.82555  C17 1.157
52 H 6.73883 1.70042 2.84678  C17 1.158
53 H 5.38210 0.20561 5.35836  C18 1.156
54 H 7.16540 0.31302 4.97536  C18 1.159
55 H 7.47874 2.43339 5.76902  C19 1.159
56 H 6.11455 3.20381 4.82358  C19 1.158
57 H 6.12590 2.01478 7.81128  C20 1.158
58 H 5.56462 3.63416 7.14863  C20 1.158
59 H 3.73795 1.39801 5.99157  C21 1.140
60 H 3.87876 1.38630 7.85561  C21 1.159
61 H 3.24565 4.13330 6.35221  C22 1.146
62 H 2.83731 3.51274 8.10353  C22 1.149
63 H 0.86338 2.30289 7.37639  C23 1.150
64 H 1.63364 1.73839 5.80461  C23 1.156
65 H 1.30870 4.71128 5.49442  C24 1.158
66 H -0.25704 4.05470 6.23799  C24 1.148
67 H -0.84730 1.46881 4.50479  C26 1.146
68 H -1.38648 2.67920 3.23051  C26 1.157
69 H -1.70252 3.02594 5.00728  C26 1.146
70 H 2.81427 -0.09173 1.89227  C27 1.147
71 H 4.48506 -0.83663 1.97244  C27 1.157
72 H 3.12635 -0.21327 4.75869  C28 1.142
73 H 2.37208 -1.47606 3.65546  C28 1.160
74 H 3.01315 -4.29101 4.83190  C31 1.155
75 H 1.97325 -2.87590 5.47353  C31 1.139
76 H 3.07303 -3.90771 6.66004  C31 1.147
77 C 5.27200 -5.10844 0.44541  O78 1.419, H85 1.092, H86 1.092, H87 1.092
78 O 6.54003 -4.53376 0.16867  C77 1.419, P79 1.722
79 P 6.88872 -4.04998 -1.44685  O78 1.722, O80 1.527, O81 1.649, O83 1.718
80 O 5.44946 -3.59357 -1.67646  P79 1.527
81 O 7.07686 -5.63660 -1.85365  P79 1.649, C82 1.424
82 C 8.15550 -6.34044 -1.24510  O81 1.424, H88 1.092, H89 1.093, H90 1.092
83 O 7.28781 -3.56267 -3.04567  P79 1.718, C84 1.419
84 C 6.72296 -4.27988 -4.13170  O83 1.419, H91 1.092, H92 1.092, H93 1.092
85 H 5.34621 -5.64941 1.39083  C77 1.092
86 H 4.52120 -4.32348 0.55599  C77 1.092
87 H 4.97576 -5.81142 -0.33641  C77 1.092
88 H 7.75559 -7.01108 -0.48147  C82 1.092
89 H 8.87506 -5.65939 -0.78448  C82 1.093
90 H 8.66424 -6.93470 -2.00629  C82 1.092
91 H 5.69772 -4.59484 -3.92743  C84 1.092
92 H 7.34047 -5.15304 -4.35457  C84 1.092
93 H 6.72593 -3.62742 -5.00691  C84 1.092
94 C -3.01150 1.56798 -1.67728  O95 1.419, H102 1.092, H103 1.092, H104 1.092
95 O -3.23751 0.70074 -2.77772  C94 1.419, P96 1.722
96 P -2.73907 1.20951 -4.34564  O95 1.722, O97 1.527, O98 1.649, O100 1.717
97 O -1.49674 1.89932 -3.78569  P96 1.527
98 O -4.01862 2.24807 -4.38781  P96 1.649, C99 1.425
99 C -5.32246 1.67344 -4.38417  O98 1.425, H105 1.092, H106 1.093, H107 1.092
100 O -2.26799 1.68011 -5.92856  P96 1.717, C101 1.419
101 C -2.28529 3.05988 -6.25976  O100 1.419, H108 1.092, H109 1.092, H110 1.092
102 H -3.66903 1.25744 -0.86246  C94 1.092
103 H -1.97752 1.48015 -1.33756  C94 1.092
104 H -3.24099 2.60435 -1.93501  C94 1.092
105 H -5.76979 1.81510 -3.39788  C99 1.092
106 H -5.29580 0.60622 -4.61668  C99 1.093
107 H -5.93645 2.18495 -5.12776  C99 1.092
108 H -1.97728 3.68765 -5.42143  C101 1.092
109 H -3.28802 3.34526 -6.58624  C101 1.092
110 H -1.59747 3.21746 -7.09285  C101 1.092
111 C 0.01095 0.63453 -8.17428  O112 1.420, H119 1.092, H120 1.091, H121 1.093
112 O 1.17975 -0.01889 -8.64608  C111 1.420, P113 1.723
113 P 2.56613 0.94275 -8.99434  O112 1.723, O114 1.527, O115 1.649, O117 1.719
114 O 2.27152 1.86926 -7.81719  P113 1.527
115 O 1.82760 1.48195 -10.36691  P113 1.649, C116 1.424
116 C 1.56523 0.52071 -11.38418  O115 1.424, H122 1.092, H123 1.093, H124 1.092
117 O 3.97337 1.86385 -9.34944  P113 1.719, C118 1.419
118 C 3.81101 3.19654 -9.80758  O117 1.419, H125 1.092, H126 1.092, H127 1.092
119 H -0.83762 -0.03498 -8.32777  C111 1.092
120 H 0.10095 0.83526 -7.10525  C111 1.091
121 H -0.17384 1.56175 -8.72189  C111 1.093
122 H 0.49660 0.29512 -11.39203  C116 1.092
123 H 2.12656 -0.40283 -11.22337  C116 1.093
124 H 1.84448 0.94363 -12.35099  C116 1.092
125 H 2.97273 3.69906 -9.32110  C118 1.092
126 H 3.66402 3.19620 -10.89012  C118 1.092
127 H 4.72907 3.74483 -9.58806  C118 1.092
128 C -9.38253 -2.84782 0.74676  O129 1.421, H136 1.092, H137 1.092, H138 1.092
129 O -9.19675 -1.75767 -0.14533  C128 1.421, P130 1.722
130 P -7.82052 -1.76708 -1.18083  O129 1.722, O131 1.527, O132 1.649, O134 1.719
131 O -7.88418 -3.27824 -1.38827  P130 1.527
132 O -6.86591 -1.38123 0.10723  P130 1.649, C133 1.424
133 C -7.10079 -0.12604 0.73744  O132 1.424, H139 1.092, H140 1.093, H141 1.092
134 O -6.48318 -1.64837 -2.25432  P130 1.719, C135 1.419
135 C -5.24681 -2.22341 -1.86024  O134 1.419, H142 1.092, H143 1.092, H144 1.092
136 H -10.07202 -2.53014 1.53152  C128 1.092
137 H -9.83018 -3.69121 0.21759  C128 1.092
138 H -8.44004 -3.14631 1.21122  C128 1.092
139 H -7.60685 -0.29658 1.69021  C133 1.092
140 H -7.71506 0.53052 0.11634  C133 1.093
141 H -6.14159 0.35895 0.92837  C133 1.092
142 H -5.38338 -3.15385 -1.30560  C135 1.092
143 H -4.69000 -1.50799 -1.25113  C135 1.092
144 H -4.66437 -2.43036 -2.75998  C135 1.092
145 C -13.26267 -2.07081 7.22571  O146 1.420, H153 1.092, H154 1.092, H155 1.092
146 O -13.45869 -2.89417 6.08584  C145 1.420, P147 1.722
147 P -12.82945 -2.36621 4.57225  O146 1.722, O148 1.527, O149 1.649, O151 1.719
148 O -11.58494 -1.75367 5.21022  P147 1.527
149 O -14.04711 -1.25961 4.46702  P147 1.649, C150 1.424
150 C -15.37775 -1.76219 4.39066  O149 1.424, H156 1.092, H157 1.093, H158 1.092
151 O -12.26442 -1.94854 3.00342  P147 1.719, C152 1.419
152 C -12.18732 -0.57557 2.65306  O151 1.419, H159 1.092, H160 1.092, H161 1.092
153 H -13.98835 -2.36821 7.98519  C145 1.092
154 H -12.25995 -2.22296 7.62950  C145 1.092
155 H -13.42083 -1.01696 6.98590  C145 1.092
156 H -15.87282 -1.60279 5.35103  C150 1.092
157 H -15.39516 -2.82771 4.14958  C150 1.093
158 H -15.91938 -1.21325 3.61821  C150 1.092
159 H -11.87861 0.04935 3.49339  C152 1.092
160 H -13.15816 -0.24060 2.28090  C152 1.092
161 H -11.45795 -0.47007 1.84714  C152 1.092

For the HOMO-LUMO gap, the calculation gives 6.2 eV. The LUMO energy comes out at -3.17 eV. Its charge is 0. As for the SMILES: C=C[C@@]1(OC[C@H](C)CC(C)C)OC(=O)O[C@@]1(CCCCCCCCOC)CCOC(C)=O.COP(=O)(OC)OC.COP(=O)(OC)OC.COP(=O)(OC)OC.COP(=O)(OC)OC.COP(=O)(OC)OC. For the strongest force on any atom, the calculation gives 9.04 eV/Å.

Here are the Löwdin charges for atoms 1 to 99, given in e: atom 1 (C): 0.0447, atom 2 (C): -0.0488, atom 3 (C): -0.3546, atom 4 (O): -0.0476, atom 5 (C): -0.1575, atom 6 (C): -0.2870, atom 7 (C): -0.0734, atom 8 (C): -0.1546, atom 9 (C): -0.3842, atom 10 (C): -0.0906, atom 11 (C): -0.0867, atom 12 (O): 0.0351, atom 13 (C): -0.3689, atom 14 (O): 0.1296, atom 15 (O): 0.0252, atom 16 (C): -0.2677, atom 17 (C): -0.0874, atom 18 (C): -0.1657, atom 19 (C): -0.1890, atom 20 (C): -0.1957, atom 21 (C): -0.2090, atom 22 (C): -0.1875, atom 23 (C): -0.1569, atom 24 (C): -0.2126, atom 25 (O): -0.2427, atom 26 (C): -0.1370, atom 27 (C): -0.0555, atom 28 (C): -0.1613, atom 29 (O): -0.0908, atom 30 (C): -0.3971, atom 31 (C): 0.0003, atom 32 (O): 0.0645, atom 33 (H): 0.0814, atom 34 (H): 0.0743, atom 35 (H): 0.1459, atom 36 (H): 0.1068, atom 37 (H): 0.1378, atom 38 (H): 0.1376, atom 39 (H): 0.0773, atom 40 (H): 0.0901, atom 41 (H): 0.0589, atom 42 (H): 0.1286, atom 43 (H): 0.1019, atom 44 (H): 0.1194, atom 45 (H): 0.0605, atom 46 (H): 0.0879, atom 47 (H): 0.0724, atom 48 (H): 0.0716, atom 49 (H): 0.0675, atom 50 (H): 0.0772, atom 51 (H): 0.1291, atom 52 (H): 0.1375, atom 53 (H): 0.0910, atom 54 (H): 0.1225, atom 55 (H): 0.1128, atom 56 (H): 0.1112, atom 57 (H): 0.1115, atom 58 (H): 0.1106, atom 59 (H): 0.0572, atom 60 (H): 0.1191, atom 61 (H): 0.1024, atom 62 (H): 0.1114, atom 63 (H): 0.1077, atom 64 (H): 0.1016, atom 65 (H): 0.1247, atom 66 (H): 0.1139, atom 67 (H): 0.0887, atom 68 (H): 0.0950, atom 69 (H): 0.0901, atom 70 (H): 0.1053, atom 71 (H): 0.1361, atom 72 (H): 0.1213, atom 73 (H): 0.1295, atom 74 (H): 0.0994, atom 75 (H): 0.0814, atom 76 (H): 0.0968, atom 77 (C): -0.1390, atom 78 (O): -0.3280, atom 79 (P): 0.7831, atom 80 (O): -0.2467, atom 81 (O): -0.2995, atom 82 (C): -0.1134, atom 83 (O): -0.2995, atom 84 (C): -0.1332, atom 85 (H): 0.0899, atom 86 (H): 0.0807, atom 87 (H): 0.0889, atom 88 (H): 0.0892, atom 89 (H): 0.0833, atom 90 (H): 0.0893, atom 91 (H): 0.0856, atom 92 (H): 0.0829, atom 93 (H): 0.0942, atom 94 (C): -0.1342, atom 95 (O): -0.3368, atom 96 (P): 0.7840, atom 97 (O): -0.2297, atom 98 (O): -0.2977, atom 99 (C): -0.1109